C18H48O18S6 | the ωB97M-V functional and the def2-TZVPD basis

Last column: Mulliken charge in e.
Geometry (Å):
C: 0.48 21.92 11.06  -0.331
C: -0.63 22.20 10.05  -0.605
O: -1.55 21.09 10.04  -0.337
S: -1.13 19.62 9.57  1.393
C: -2.56 19.24 8.52  -1.172
O: 0.01 19.74 8.70  -0.727
O: -1.08 18.81 10.75  -0.489
H: 1.06 22.81 11.28  0.143
H: 1.10 21.05 10.84  0.141
H: -0.03 21.63 11.99  0.095
H: -1.24 23.03 10.40  0.408
H: -0.19 22.50 9.10  0.293
H: -3.53 19.54 8.90  0.324
H: -2.57 18.15 8.43  0.348
H: -2.38 19.63 7.52  0.390
C: -0.93 15.41 10.31  -0.559
C: -1.28 14.25 11.23  -0.334
O: -2.35 14.67 12.10  -0.338
S: -2.47 13.86 13.49  1.194
C: -1.35 14.87 14.48  -0.841
O: -3.81 13.99 13.96  -0.646
O: -1.96 12.52 13.32  -0.648
H: -0.51 15.02 9.38  0.458
H: -0.14 16.00 10.79  -0.190
H: -1.75 16.10 10.13  0.128
H: -1.62 13.38 10.68  0.412
H: -0.36 14.02 11.77  0.356
H: -0.35 14.51 14.23  0.361
H: -1.64 14.67 15.51  0.423
H: -1.37 15.91 14.16  0.178
C: 1.63 17.51 16.79  -0.133
C: 0.88 18.69 17.41  -0.070
O: -0.17 18.26 18.30  -0.374
S: -1.64 18.25 17.63  1.110
C: -2.48 17.26 18.88  -0.995
O: -2.14 19.58 17.70  -0.631
O: -1.55 17.56 16.38  -0.418
H: 2.32 17.90 16.05  -0.097
H: 0.93 16.85 16.27  -0.112
H: 2.08 16.90 17.58  0.438
H: 1.55 19.33 17.98  0.440
H: 0.44 19.27 16.60  -0.135
H: -3.47 17.67 19.07  0.342
H: -1.85 17.34 19.77  0.348
H: -2.45 16.19 18.68  0.317
C: 0.72 20.90 14.16  -1.856
C: 0.60 19.44 13.80  1.142
O: 1.88 18.82 13.65  -0.001
S: 1.86 17.37 12.87  1.188
C: 2.30 18.01 11.25  -0.939
O: 2.94 16.54 13.33  -0.770
O: 0.51 16.87 12.80  -0.330
H: 0.74 21.00 15.25  0.451
H: -0.15 21.52 13.92  0.523
H: 1.64 21.35 13.79  0.178
H: -0.05 18.86 14.46  0.126
H: 0.07 19.40 12.84  -0.396
H: 2.53 19.07 11.30  0.184
H: 1.46 17.77 10.59  0.290
H: 3.21 17.54 10.88  0.349
C: 3.16 24.11 12.77  -0.481
C: 3.02 25.58 13.13  -0.618
O: 4.29 26.23 12.94  -0.307
S: 4.29 27.58 12.08  1.158
C: 4.16 26.91 10.44  -0.801
O: 3.14 28.37 12.41  -0.608
O: 5.61 28.15 12.19  -0.606
H: 2.21 23.59 12.90  0.066
H: 3.92 23.65 13.40  0.321
H: 3.37 23.98 11.71  0.267
H: 2.22 26.02 12.53  0.416
H: 2.76 25.77 14.17  0.331
H: 3.92 27.73 9.76  0.351
H: 3.40 26.15 10.31  0.245
H: 5.15 26.56 10.14  0.309
C: 6.27 17.37 11.04  -1.188
C: 6.35 17.33 12.55  0.298
O: 6.88 18.60 12.96  -0.337
S: 6.50 19.11 14.45  1.244
C: 4.85 19.79 14.20  -0.285
O: 6.43 17.99 15.33  -0.616
O: 7.38 20.24 14.65  -0.651
H: 5.99 16.42 10.60  0.374
H: 7.22 17.63 10.57  0.344
H: 5.48 18.08 10.79  0.205
H: 5.34 17.21 12.93  -0.044
H: 6.97 16.51 12.92  0.294
H: 4.52 20.16 15.16  0.446
H: 4.24 18.97 13.82  -0.402
H: 4.98 20.54 13.43  0.278

Results
* relative energy (zero: lowest compared OMol25 entry of this formula, charge and spin): 159.9 kJ/mol
* structure (SMILES): CCOS(C)(=O)=O.CCOS(C)(=O)=O.CCOS(C)(=O)=O.CCOS(C)(=O)=O.CCOS(C)(=O)=O.CCOS(C)(=O)=O
* charge: 0
* molecular weight: 744.97 u
* spin multiplicity: 1

C18H49F4HfN3O11S | the ωB97M-V functional and the def2-TZVPD basis

Last column: Mulliken charge in e.
Geometry (Å):
Hf: 4.92 0.81 -1.77  1.557
F: 0.73 0.78 -1.82  -0.521
C: 0.60 7.41 -0.05  0.682
F: 0.17 8.53 0.51  -0.189
F: -0.31 6.46 -0.02  -0.183
F: 0.98 7.72 -1.27  -0.191
S: 2.23 6.81 0.93  1.065
O: 3.19 7.94 0.79  -0.392
O: 1.79 6.58 2.30  -0.404
O: 2.68 5.59 0.27  -0.414
C: -2.18 -4.46 -4.00  -0.611
O: -1.13 -4.97 -4.84  -0.493
H: -2.77 -5.24 -3.53  0.259
H: -1.98 -3.70 -3.24  0.265
H: -2.94 -4.03 -4.66  0.275
H: -1.56 -5.66 -5.35  0.305
C: -6.98 1.09 -2.02  -1.313
C: -7.83 1.99 -1.16  0.519
C: -9.26 2.28 -1.76  -0.696
O: -9.24 2.67 -3.17  -0.252
C: -8.82 3.98 -3.50  -0.624
N: -7.91 1.52 0.22  -0.569
H: -5.98 1.18 -1.61  0.389
H: -6.92 1.43 -3.05  0.329
H: -7.30 0.06 -1.86  0.371
H: -7.39 2.99 -1.17  0.258
H: -9.83 2.98 -1.14  0.401
H: -9.83 1.35 -1.73  0.330
H: -7.89 4.21 -2.98  0.293
H: -9.57 4.72 -3.22  0.314
H: -8.72 4.11 -4.58  0.252
H: -8.35 2.23 0.80  0.288
H: -6.96 1.42 0.53  0.289
C: -2.95 -2.49 4.29  -1.415
C: -1.79 -1.55 3.88  0.345
C: -1.77 -0.30 4.83  -0.582
O: -2.96 0.39 4.89  -0.266
C: -2.91 1.75 5.36  -0.635
N: -0.56 -2.35 4.04  -0.645
H: -3.08 -3.47 3.84  0.451
H: -3.94 -2.10 4.04  0.307
H: -2.96 -2.67 5.37  0.370
H: -1.93 -1.17 2.87  0.284
H: -1.03 0.41 4.46  0.364
H: -1.49 -0.56 5.85  0.315
H: -3.76 2.30 4.97  0.235
H: -2.00 2.21 4.98  0.318
H: -3.03 1.80 6.45  0.272
H: -0.47 -2.72 4.97  0.306
H: -0.85 -3.22 3.63  0.304
C: 4.65 -6.29 0.51  -1.458
C: 3.85 -6.32 -0.78  0.357
C: 2.77 -7.41 -0.81  -0.768
O: 1.74 -7.21 0.09  -0.318
C: 0.93 -8.41 0.10  -0.800
N: 3.23 -5.05 -1.09  -0.744
H: 5.34 -5.44 0.46  0.400
H: 5.36 -7.12 0.48  0.386
H: 4.12 -6.21 1.45  0.256
H: 4.50 -6.48 -1.64  0.378
H: 3.31 -8.33 -0.60  0.373
H: 2.37 -7.54 -1.82  0.444
H: 0.15 -8.30 0.85  0.266
H: 1.56 -9.23 0.44  0.340
H: 0.58 -8.77 -0.87  0.322
H: 2.52 -5.20 -0.39  0.381
H: 2.80 -5.27 -1.97  0.305
C: 5.83 0.64 3.96  -0.414
C: 6.86 1.75 3.67  -0.384
O: 7.22 1.58 2.27  -0.532
O: 5.03 0.32 2.85  -0.537
H: 5.15 0.83 4.80  0.330
H: 6.38 -0.25 4.25  0.273
H: 7.75 1.58 4.26  0.290
H: 6.52 2.77 3.89  0.331
H: 7.94 2.21 2.19  0.312
H: 4.32 -0.28 3.11  0.316
C: 5.36 5.18 -5.67  -0.325
C: 6.58 5.33 -4.85  -0.508
O: 6.99 4.16 -4.15  -0.516
O: 4.40 4.44 -4.85  -0.549
H: 5.65 4.68 -6.60  0.270
H: 4.88 6.12 -5.93  0.311
H: 6.33 6.13 -4.16  0.225
H: 7.45 5.71 -5.39  0.407
H: 7.92 4.16 -4.39  0.350
H: 3.54 4.49 -5.29  0.316

Results
* charge: +2
* molecular weight: 770.15 u
* spin multiplicity: 1

C18H49N2O20S4V | the ωB97M-V functional and the def2-TZVPD basis

Last column: Mulliken charge in e.
Geometry (Å):
O: 0.66 -3.41 -4.07  -0.579
V: 1.05 -1.95 -3.63  1.318
O: 0.27 -0.86 -4.66  -0.535
C: 0.11 0.25 -0.84  -0.657
C: 1.46 -0.48 -0.70  0.757
C: 1.88 -0.79 0.77  -1.605
O: 1.60 -1.64 -1.51  -0.920
H: -0.61 -0.34 -0.28  0.349
H: -0.08 0.46 -1.89  0.185
H: 0.08 1.16 -0.23  0.458
H: 2.20 0.30 -0.88  -0.130
H: 2.84 -1.28 0.91  0.311
H: 1.13 -1.44 1.23  0.455
H: 1.87 0.04 1.47  0.345
C: 6.35 1.69 0.13  -0.617
O: 5.27 0.76 -0.22  -0.412
H: 7.06 1.49 -0.68  0.261
H: 6.15 2.76 0.26  0.263
H: 6.92 1.36 1.00  0.266
H: 4.52 0.93 0.35  0.228
O: 1.27 5.95 -1.62  -0.653
S: 0.72 4.70 -1.84  1.178
O: -0.74 4.40 -1.71  -0.518
O: 0.96 4.35 -3.40  -0.392
C: 0.22 3.30 -4.05  1.001
C: 1.19 2.59 -5.02  -1.321
C: 1.60 3.34 -1.09  -0.449
H: -0.73 3.72 -4.37  0.386
H: -0.06 2.50 -3.36  -0.802
H: 0.60 1.86 -5.58  0.324
H: 2.11 2.17 -4.62  0.254
H: 1.53 3.35 -5.73  0.388
H: 2.65 3.63 -1.14  0.459
H: 1.45 2.42 -1.65  -0.162
H: 1.24 3.28 -0.06  0.335
O: -1.00 -1.83 -2.62  0.029
S: -2.33 -1.72 -2.17  0.935
O: -2.81 -0.68 -1.28  -0.385
O: -3.21 -1.94 -3.62  -0.420
C: -4.69 -2.03 -3.55  -0.152
C: -5.40 -0.98 -4.38  -1.135
C: -2.64 -3.39 -1.53  -1.260
H: -5.10 -2.21 -2.56  0.320
H: -4.74 -2.92 -4.18  0.293
H: -5.35 -0.10 -3.74  0.250
H: -6.44 -1.27 -4.55  0.384
H: -4.91 -0.78 -5.33  0.294
H: -3.68 -3.43 -1.21  0.442
H: -2.01 -3.33 -0.64  0.442
H: -2.24 -4.05 -2.30  0.310
O: -2.12 2.29 3.82  -0.589
S: -2.05 0.89 4.25  1.077
O: -1.68 0.62 5.63  -0.627
O: -3.47 0.08 4.02  -0.355
C: -4.11 0.33 2.75  0.656
C: -5.49 -0.26 2.94  -1.540
C: -0.85 0.02 3.06  -0.931
H: -3.51 -0.18 1.99  0.015
H: -4.24 1.37 2.44  0.091
H: -5.55 -1.29 3.32  0.402
H: -5.97 -0.48 1.99  0.404
H: -6.15 0.32 3.58  0.335
H: -1.07 0.35 2.04  0.036
H: -1.05 -1.04 3.26  0.473
H: 0.22 0.07 3.26  0.505
O: 5.80 -4.65 7.28  -0.572
S: 4.90 -4.73 6.19  1.139
O: 3.51 -4.28 6.27  -0.612
O: 5.58 -3.77 4.99  -0.329
C: 4.72 -3.72 3.82  -0.193
C: 5.15 -2.44 3.05  -1.191
C: 4.93 -6.35 5.35  -0.886
H: 3.64 -3.70 3.97  0.461
H: 4.88 -4.58 3.16  0.232
H: 5.03 -1.50 3.58  0.348
H: 4.55 -2.55 2.15  0.289
H: 6.18 -2.56 2.71  0.307
H: 4.49 -6.34 4.36  0.295
H: 4.63 -7.22 5.93  0.367
H: 6.00 -6.53 5.22  0.346
C: -1.77 4.31 1.24  -0.623
N: -2.82 3.32 0.81  0.802
O: -3.98 3.76 0.70  -0.587
O: -2.44 2.23 0.53  -0.259
H: -1.48 4.04 2.25  0.304
H: -2.23 5.29 1.08  0.321
H: -0.92 4.27 0.55  0.009
C: -2.75 2.08 -2.42  -0.691
N: -2.72 2.08 -3.88  1.059
O: -2.07 1.23 -4.36  -0.497
O: -3.33 3.04 -4.44  -0.644
H: -1.79 1.95 -1.93  -0.232
H: -3.47 1.32 -2.10  0.409
H: -3.29 2.96 -2.07  0.563

Results
* relative energy (zero: lowest compared OMol25 entry of this formula, charge and spin): 0.0 kJ/mol
* charge: 0
* molecular weight: 792.80 u
* spin multiplicity: 1

no.,gap between HOMO and LUMO (eV),HOMO energy (eV)
1,10.81,-10.9
2,1.19,-12.9
3,7.73,-9.7